{
  "formula": "C19H51Cl6N7O4P2",
  "method": "the ωB97M-V functional and the def2-TZVPD basis",
  "symbols": ["C", "N", "C", "P", "O", "N", "C", "C", "N", "C", "C", "H", "H", "H", "H", "H", "H", "H", "H", "H", "H", "H", "H", "H", "H", "H", "H", "H", "H", "C", "N", "C", "P", "O", "N", "C", "C", "N", "C", "C", "H", "H", "H", "H", "H", "H", "H", "H", "H", "H", "H", "H", "H", "H", "H", "H", "H", "H", "C", "N", "O", "O", "H", "H", "H", "Cl", "C", "C", "Cl", "H", "H", "H", "H", "Cl", "C", "C", "Cl", "H", "H", "H", "H", "Cl", "C", "C", "Cl", "H", "H", "H", "H"],
  "coordinates": [[20.323, 13.841, 5.506], [19.111, 14.660, 5.473], [17.946, 14.052, 4.824], [19.320, 16.306, 5.540], [19.855, 16.913, 4.302], [17.838, 16.889, 6.047], [17.248, 18.078, 5.422], [17.178, 16.499, 7.278], [20.409, 16.554, 6.811], [21.282, 17.709, 6.807], [20.325, 15.840, 8.077], [20.176, 12.910, 4.968], [20.715, 13.699, 6.516], [21.168, 14.361, 5.035], [18.061, 14.146, 3.745], [17.069, 14.583, 5.204], [17.775, 13.040, 5.186], [16.651, 17.770, 4.555], [16.574, 18.629, 6.074], [18.021, 18.764, 5.076], [17.482, 15.492, 7.577], [17.414, 17.171, 8.109], [16.100, 16.434, 7.113], [21.078, 18.400, 7.623], [22.322, 17.365, 6.871], [21.229, 18.201, 5.840], [21.351, 15.781, 8.462], [19.929, 14.839, 7.950], [19.819, 16.426, 8.853], [23.003, 18.500, 9.825], [22.223, 19.487, 10.517], [21.549, 18.904, 11.676], [21.386, 20.681, 9.662], [20.195, 20.176, 8.938], [21.081, 21.847, 10.789], [21.836, 22.136, 12.008], [20.086, 22.850, 10.414], [22.517, 21.283, 8.600], [22.207, 21.343, 7.168], [23.825, 21.745, 9.011], [22.468, 17.599, 9.514], [23.891, 18.194, 10.395], [23.506, 18.949, 8.960], [21.178, 19.654, 12.365], [22.308, 18.323, 12.213], [20.767, 18.183, 11.419], [22.731, 22.731, 11.796], [21.177, 22.598, 12.735], [22.270, 21.223, 12.416], [19.977, 23.638, 11.155], [20.292, 23.326, 9.450], [19.100, 22.393, 10.317], [22.999, 21.884, 6.654], [22.066, 20.349, 6.744], [21.278, 21.898, 7.016], [24.022, 22.766, 8.669], [24.587, 21.071, 8.599], [23.922, 21.734, 10.096], [17.384, 19.724, 10.618], [17.795, 19.969, 12.040], [17.766, 21.114, 12.432], [18.115, 19.010, 12.703], [16.355, 19.379, 10.655], [18.008, 18.923, 10.236], [17.609, 20.648, 10.102], [17.871, 23.424, 7.622], [17.801, 21.948, 6.664], [16.338, 21.561, 6.305], [15.479, 20.823, 7.666], [18.201, 21.123, 7.252], [18.338, 22.092, 5.730], [16.283, 20.961, 5.400], [15.857, 22.508, 6.054], [19.635, 20.104, 0.552], [20.558, 19.353, 1.887], [19.910, 19.520, 3.239], [19.841, 21.257, 3.668], [21.494, 19.909, 1.925], [20.759, 18.326, 1.603], [20.482, 18.984, 3.991], [18.928, 19.056, 3.300], [16.619, 20.928, 2.274], [14.924, 20.333, 2.044], [14.381, 19.884, 3.378], [13.853, 21.283, 4.357], [15.100, 19.575, 1.284], [14.362, 21.129, 1.565], [15.123, 19.301, 3.916], [13.494, 19.263, 3.266]],
  "mulliken_charge": [-1.063, 0.368, -1.103, 0.207, -0.979, 0.622, -0.830, -0.907, 0.477, -0.308, -1.056, 0.452, 0.268, 0.316, 0.302, 0.297, 0.455, 0.241, 0.415, -0.125, 0.404, -0.100, 0.452, 0.479, 0.311, -0.533, 0.421, 0.468, -0.047, -0.840, 0.208, -1.102, -0.330, -0.574, 0.749, -1.167, -0.746, 0.367, -0.835, -1.153, 0.159, 0.394, 0.274, 0.449, 0.417, 0.138, 0.284, 0.363, 0.469, 0.404, 0.251, 0.032, 0.405, 0.139, 0.173, 0.351, 0.389, 0.316, -0.330, 1.036, -0.574, -0.591, 0.375, 0.077, -0.015, -0.208, 0.164, -0.021, -0.169, -0.088, 0.052, -0.329, 0.575, -0.204, -0.674, 0.458, -0.213, 0.357, 0.418, -0.249, 0.142, -0.113, -0.550, 0.299, -0.164, 0.290, 0.383, -0.404, 0.381],
  "e_tot_ev": -132864.0749,
  "homo_energy_ev": -8.494,
  "mol_weight_da": 716.33,
  "smiles": "CN(C)P(=O)(N(C)C)N(C)C.CN(C)P(=O)(N(C)C)N(C)C.C[N+](=O)[O-].ClCCCl.ClCCCl.ClCCCl",
  "orbital_gap_ev": 9.02
}